<one>
The following is a quantum chemistry calculation of a structure of composition CH5N3O2S, from the OMol25 dataset.

```
12
Properties=species:S:1:pos:R:3:mulliken_charge:R:1
S -2.16523 0.00566 -0.04332 0.8858
O -2.30862 1.46367 -0.21221 -0.5102
O -3.43994 -0.64198 -0.04998 -0.5467
N -0.67786 -0.67484 -1.25625 -0.6590
N -0.96208 -0.42674 1.06032 -0.3424
N 0.71644 0.86303 -0.10019 -0.5970
C 0.14498 -0.42363 -0.02451 0.2726
H 0.14944 1.78739 0.05309 0.2588
H 1.57414 1.10078 0.45765 0.2676
H -0.62594 0.08900 -1.88948 0.3204
H -1.08875 -1.10737 1.74577 0.2868
H 0.91525 -1.19149 0.31645 0.3633
```

The calculation puts the orbital gap at 10.46 eV. As for the net charge: 0.

<two>
The following is a quantum chemistry calculation of a structure of composition CH5N3O2S, from the OMol25 dataset.

```
12
Properties=species:S:1:pos:R:3:mulliken_charge:R:1
S -1.53260 -0.10443 -0.00299 0.9520
O -1.80209 -1.46696 -0.14771 -0.4912
O -2.55855 0.82957 -0.09536 -0.5180
N -0.27791 0.46685 -1.06203 -0.5220
N -0.18308 0.36575 1.11282 -0.4452
N 1.67876 -0.60593 -0.00380 -0.6836
C 0.69890 0.47862 0.02166 0.2410
H -0.41580 1.47839 -1.42357 0.3586
H 1.34950 -1.32822 0.65544 0.2927
H 1.62729 -1.20391 -0.84356 0.2724
H 0.20857 -0.36243 1.73538 0.2738
H 1.20702 1.45270 0.05372 0.2695
```

The calculation puts the orbital gap at 10.97 eV. As for the net charge: 0.

Which structure is the least stable? The one labeled <one>.

<one>
The following is a quantum chemistry calculation of a cluster of 2 separate species, C2H8S2 in total, from the OMol25 dataset.

```
12
Properties=species:S:1:pos:R:3:mulliken_charge:R:1
S 1.71009 -2.03650 1.59170 -0.0499
S 0.17186 -3.06246 2.46855 -0.1826
C 1.10515 -1.51761 -0.03893 -0.6444
C -1.10467 2.52325 -1.17558 -0.9703
H -0.29931 2.01938 -0.81192 0.1826
H -1.69742 1.85705 -1.80003 0.2648
H 1.95997 -1.04134 -0.59247 0.2615
H 0.35987 -0.54895 0.21376 0.1833
H -0.97371 3.33993 -2.00436 0.2428
H -1.83083 2.99523 -0.57552 0.2812
H 0.07537 -2.24948 3.47485 0.1484
H 0.52361 -2.27850 -0.75004 0.2826
```

The calculation puts the orbital gap at 9.26 eV. As for the net charge: 0. As for the SMILES: CSS.C.

<two>
The following is a quantum chemistry calculation of a cluster of 2 separate species, C2H8S2 in total, from the OMol25 dataset.

```
12
Properties=species:S:1:pos:R:3:mulliken_charge:R:1
S 1.04277 -1.34560 1.64743 -0.1959
S -0.24042 2.03345 -1.54977 -0.1684
C 0.46706 -1.84349 -0.02281 -0.6890
C -0.95414 1.91721 0.11431 -0.6533
H 2.35532 -1.37916 1.33345 0.1173
H 0.82990 -1.16173 -0.81031 0.1917
H 0.74919 -2.87498 -0.29304 0.3499
H -1.41958 0.93764 0.31535 0.2052
H -0.37010 0.72685 -1.86357 0.0640
H -1.70549 2.70592 0.28760 0.2930
H -0.63328 -1.77912 0.01870 0.2304
H -0.12128 2.06299 0.82262 0.2549
```

The calculation puts the orbital gap at 9.80 eV. As for the net charge: 0. As for the SMILES: CS.CS.

Which structure is the least stable? The one labeled <one>.

<one>
The following is a quantum chemistry calculation of the ion C5H14N2 with charge -1, from the OMol25 dataset.

```
21
Properties=species:S:1:pos:R:3:mulliken_spin:R:1
N 2.53702 -0.34959 -1.48281 -0.1256
N -0.56873 -0.19946 0.28376 -1.1902
C 0.32291 0.92994 0.58430 0.7724
C 1.06786 1.46452 -0.65743 -0.1682
C -2.12825 -1.73647 1.44319 0.1613
C 1.29637 0.40634 -1.76241 1.7202
C -1.62865 -0.30147 1.31722 1.3095
H 0.50201 -0.31483 -1.91505 -0.0641
H 1.41498 1.01785 -2.65925 -0.4784
H -2.84614 -1.92768 0.64402 -0.1313
H -1.20973 0.07901 2.24671 0.2095
H -1.03873 0.07127 -0.57856 -0.0617
H 2.34930 -1.15832 -0.91531 -0.0793
H -0.30112 1.73183 1.02028 0.1025
H 0.63267 2.39776 -1.00824 -0.4500
H -1.31907 -2.45603 1.41375 -0.0697
H 2.87895 -0.67629 -2.37560 -0.0132
H -2.43290 0.39050 1.04162 -0.1608
H 2.10499 1.73289 -0.42461 -0.1076
H -2.66588 -1.82146 2.39562 -0.2713
H 1.03214 0.71969 1.38881 0.0958
```

The expectation value of S² is 0.750. The calculation puts the orbital gap (alpha / beta) at 2.64 / 9.45 eV. The multiplicity is 2. As for the net charge: -1.

<two>
The following is a quantum chemistry calculation of the ion C5H14N2 with charge -1, from the OMol25 dataset.

```
21
Properties=species:S:1:pos:R:3:mulliken_spin:R:1
N 2.23932 -1.25955 -1.83791 0.7527
N 0.08103 -0.09687 -1.26145 -0.3965
C -1.30308 1.05157 0.51565 -0.2318
C 0.78924 -1.26860 -1.79586 1.2952
C -1.26590 2.02029 1.68817 0.1993
C 0.00065 -1.03556 1.16216 1.3831
C -0.11162 0.24342 0.18768 0.0301
H -1.55687 3.08366 1.46407 0.0377
H 2.62610 -1.48838 -2.73172 -0.4448
H 0.40732 0.71070 -1.79516 -0.0479
H 2.61213 -1.39249 -0.87649 -0.5090
H -0.92394 -1.66961 0.91886 0.1307
H -1.93858 1.80888 2.54702 -0.0499
H -1.46079 1.71150 -0.46934 -0.0026
H -0.27151 2.09939 2.14632 -0.1009
H 0.31241 -1.42098 -2.87435 -0.4212
H -0.10819 -0.60561 2.22441 -0.5944
H -2.32014 0.43999 0.55991 0.0788
H 0.82002 0.80103 0.50447 0.1887
H 0.53245 -2.11882 -1.23475 0.1176
H 0.83998 -1.61399 0.95831 -0.4149
```

The expectation value of S² is 0.750. The calculation puts the orbital gap (alpha / beta) at 2.51 / 8.59 eV. The multiplicity is 2. As for the net charge: -1.

<three>
The following is a quantum chemistry calculation of the ion C5H14N2 with charge -1, from the OMol25 dataset.

```
21
Properties=species:S:1:pos:R:3:mulliken_spin:R:1
N -0.39575 0.77228 1.40052 -0.1815
N 1.82284 -1.24093 -0.51004 -0.8659
C -0.20836 0.22236 0.02914 0.3669
C -0.98065 1.14644 -0.88622 -0.4806
C -2.49873 1.17304 -0.59009 0.2601
C 1.33898 0.05697 -0.29649 0.5572
C 1.72679 -2.18883 0.58991 3.3149
H -0.62034 2.16176 -0.70265 0.1876
H 1.67608 -1.69301 -1.38576 -0.3163
H -0.07885 0.11750 2.10500 -0.1362
H 0.81227 -2.10728 1.18570 -0.4999
H 2.47308 -1.89890 1.34869 -0.4702
H -0.86214 0.90743 -1.94494 -0.2715
H -2.98659 0.22910 -0.34844 -0.0805
H 0.06608 1.66354 1.51904 -0.1188
H -2.97023 1.53340 -1.51141 -0.0806
H -0.69452 -0.74907 0.10110 0.5691
H -2.72870 1.84494 0.23379 -0.0804
H 1.84015 0.58808 0.51111 0.0728
H 1.83864 -3.24386 0.33666 -0.9442
H 1.42995 0.70505 -1.18462 0.1979
```

The expectation value of S² is 0.750. The calculation puts the orbital gap (alpha / beta) at 2.52 / 8.30 eV. The multiplicity is 2. As for the net charge: -1.

<four>
The following is a quantum chemistry calculation of the ion C5H14N2 with charge -1, from the OMol25 dataset.

```
21
Properties=species:S:1:pos:R:3:mulliken_spin:R:1
N -0.87254 0.57548 -2.35163 -0.2135
N 0.62543 -0.84781 0.71936 -1.6883
C 1.12870 -0.01834 1.75774 0.8884
C -0.44927 2.13554 -0.46295 -0.0725
C -0.58780 -0.35703 0.03604 0.4379
C 0.45161 -2.21838 1.13702 2.3652
C -0.22200 0.71859 -1.00751 0.8291
H 0.21525 2.87612 -0.92970 -0.0204
H 0.84714 0.70412 -1.22229 0.3368
H 0.49038 -0.02707 2.66807 -0.1454
H -0.19962 0.05371 -2.89885 -0.2674
H -0.30849 -2.45302 1.89759 -0.2414
H 1.31951 1.01709 1.47721 0.3308
H 2.10875 -0.40425 2.08525 -0.5360
H -1.36417 0.00479 0.71803 0.2869
H 1.40958 -2.57153 1.55029 -0.5062
H 0.32177 -2.91080 0.29575 -0.3733
H -1.63775 -0.06070 -2.20493 -0.1390
H -1.41707 2.56538 -0.75480 -0.0894
H -0.98088 -1.24060 -0.46945 -0.2319
H -0.41131 2.25883 0.61959 0.0497
```

The expectation value of S² is 0.750. The calculation puts the orbital gap (alpha / beta) at 2.67 / 8.79 eV. The multiplicity is 2. As for the net charge: -1.

Which structure is the least stable? The one labeled <two>.

<one>
The following is a quantum chemistry calculation of a cluster of 2 separate species, CH6N2O in total, from the OMol25 dataset.

```
10
Properties=species:S:1:pos:R:3:mulliken_charge:R:1
O -0.07799 1.83139 -1.93189 -0.6889
N 0.11807 -0.10495 1.84141 -0.4978
N 0.30309 -0.59229 -0.44785 -0.6453
C 0.19643 -0.95380 0.78460 0.0218
H -0.56653 -0.33995 2.54094 0.2602
H -0.04724 0.97494 -1.46101 0.4586
H 0.09457 -2.02889 0.94761 0.2977
H -0.19652 -1.28055 -1.00492 0.2214
H -0.00597 0.85733 1.56903 0.2672
H 0.18209 1.63679 -2.83791 0.3052
```

The calculation puts the orbital gap at 10.43 eV. As for the net charge: 0. As for the SMILES: [H]/N=C/N.O.

<two>
The following is a quantum chemistry calculation of a cluster of 2 separate species, CH6N2O in total, from the OMol25 dataset.

```
10
Properties=species:S:1:pos:R:3:mulliken_charge:R:1
O 0.91647 -1.56568 -0.03305 -0.5569
N 0.13983 1.32682 1.30495 -0.7237
N -0.74236 -0.45355 -1.08145 -0.3294
C 0.26900 -1.34616 -1.04069 0.0423
H 0.16378 0.46686 1.85504 0.2481
H -0.86602 0.16700 -0.27895 0.3136
H -0.41441 1.93308 1.91177 0.2291
H 1.11761 1.62736 1.28551 0.2233
H 0.50244 -1.93899 -1.92968 0.3343
H -1.08633 -0.21675 -1.99345 0.2193
```

The calculation puts the orbital gap at 10.70 eV. As for the net charge: 0. As for the SMILES: NC=O.N.

Which structure is the least stable? The one labeled <one>.

<one>
The following is a quantum chemistry calculation of the ion C2H2NO3S with charge -1, from the OMol25 dataset.

```
9
Properties=species:S:1:pos:R:3:mulliken_charge:R:1
S -2.50366 1.46184 0.00033 -0.4587
O 0.93645 -0.34526 0.00138 -0.5487
O -2.96275 -1.56541 0.00007 -0.6364
O -0.78894 -2.06429 -0.00028 -0.7508
N -0.11101 0.55296 -0.00159 -0.0012
C -1.39446 0.23214 -0.00010 0.2311
C -1.78198 -1.27016 -0.00006 0.4926
H 0.34954 -1.27226 0.00136 0.4734
H 0.18107 1.52405 -0.00132 0.1987
```

The calculation puts the orbital gap at 7.84 eV. As for the net charge: -1. As for the SMILES: O=C([O-])C(=S)NO.

<two>
The following is a quantum chemistry calculation of a cluster of 2 separate species, C2H2NO3S in total, from the OMol25 dataset.

```
9
Properties=species:S:1:pos:R:3:mulliken_charge:R:1
S 0.84323 -1.60758 0.09177 0.3425
O -0.40610 -2.35573 -0.13011 -0.5803
O 2.53461 0.83069 -0.09499 -0.6628
O 0.86368 2.33452 0.28097 -0.6479
N -1.77009 0.16327 -0.25556 -0.6117
C 1.34169 1.23544 0.03322 0.5647
C 0.46289 -0.03680 -0.36479 0.1075
H -1.94669 -0.88069 -0.40663 0.2797
H -1.92322 0.31689 0.84614 0.2084
```

The calculation puts the orbital gap (alpha / beta) at 7.48 / 7.60 eV. As for the net charge: -1.

<three>
The following is a quantum chemistry calculation of the ion C2H2NO3S with charge -1, from the OMol25 dataset.

```
9
Properties=species:S:1:pos:R:3:mulliken_charge:R:1
S 1.53775 -0.18091 -0.45104 0.4996
O 1.01368 -1.51977 -0.09783 -0.6068
O 0.51312 0.85428 0.72918 -0.4781
O 2.82841 0.10666 0.08327 -0.5302
N -1.39055 0.89904 -0.77475 -0.5198
C -0.85982 0.57978 0.55769 0.1018
C -1.18507 -0.34417 -0.49913 -0.1285
H -1.54073 0.88859 1.37007 0.3074
H -0.91679 -1.28349 -0.91746 0.3548
```

The calculation puts the orbital gap at 8.44 eV. As for the net charge: -1.

Which structure is the least stable? The one labeled <two>.

<one>
The following is a quantum chemistry calculation of the molecule C2H2FN3O, from the OMol25 dataset.

```
9
Properties=species:S:1:pos:R:3:mulliken_charge:R:1
F -0.31050 1.65688 -0.17711 -0.2379
O 0.12030 -1.78068 -0.17495 -0.5321
N -3.05276 -0.12963 0.16500 -0.3713
N -0.66667 0.35657 -0.24889 0.1259
N 1.52667 -0.00961 0.26171 -0.3316
C -1.93223 0.08407 -0.01691 0.3803
C 0.42639 -0.60698 -0.16477 0.4442
H 1.48047 0.96332 0.11828 0.2642
H 2.40833 -0.53396 0.23765 0.2582
```

The calculation puts the orbital gap at 10.92 eV. As for the net charge: 0. As for the SMILES: N#CN(F)C(N)=O.

<two>
The following is a quantum chemistry calculation of a cluster of 2 separate species, C2H2FN3O in total, from the OMol25 dataset.

```
9
Properties=species:S:1:pos:R:3:mulliken_charge:R:1
F -0.48351 -0.95796 2.45149 -0.1146
O -0.23902 -0.23466 -2.06314 -0.0191
N 0.79001 -1.02625 1.91564 -0.1718
N -0.82589 0.91541 -1.73279 -0.2242
N 0.58111 -0.63035 -1.05123 -0.2823
C -0.37844 1.28144 -0.53569 -0.2072
C 0.43188 0.27596 -0.15666 0.3339
H -0.72357 2.16459 -0.07727 0.4010
H 0.84744 -1.78818 1.24964 0.2843
```

The calculation puts the orbital gap (alpha / beta) at 9.95 / 9.58 eV. As for the net charge: 0.

<three>
The following is a quantum chemistry calculation of a cluster of 2 separate species, C2H2FN3O in total, from the OMol25 dataset.

```
9
Properties=species:S:1:pos:R:3:mulliken_charge:R:1
F 0.42524 1.88046 -0.19738 -0.2302
O -1.07467 -1.40739 -0.03477 -0.4247
N -2.09454 0.69753 0.05688 -0.5576
N 2.15812 -1.12443 -0.03828 -0.7162
N 1.54100 -0.09546 -0.02883 0.5052
C 0.61834 0.60065 -0.38338 0.0982
C -1.63874 -0.39569 -0.13043 0.7176
H 1.77549 -1.78224 0.61827 0.2764
H -1.71024 1.62658 0.13792 0.3314
```

The calculation puts the orbital gap (alpha / beta) at 8.93 / 8.93 eV. As for the net charge: 0.

Which structure is the least stable? The one labeled <two>.